[1]
115
Properties=species:S:1:pos:R:3 method="wB97M-V/def2-TZVPD" multiplicity=1 total_charge=-1 e_lumo_ev=2.26 e_homo_ev=-4.8329
C 1.17077 -5.84462 0.37640
O 0.97444 -4.45538 0.24908
C -0.32648 -4.02503 0.61452
C -1.41737 -4.58462 -0.29853
C -2.65552 -3.67049 -0.38664
C -2.91238 -3.18756 -1.81125
C -3.80337 -1.95582 -1.97684
C -5.05082 -1.88460 -1.08284
C -5.17723 -0.60246 -0.24725
C -3.86925 -0.09472 0.33560
C -4.04355 0.87190 1.49883
C -2.71503 1.24860 2.15181
C -1.60396 1.66887 1.16681
Al -0.00423 0.42229 1.28406
N 1.01110 1.06642 2.79706
C 1.05534 0.49669 -0.43740
C 1.76452 -0.82148 -0.78028
C 3.03751 -0.97052 0.02344
N 3.69843 -2.28951 -0.21425
H 2.22510 -6.01224 0.58109
H 0.58311 -6.25573 1.20247
H 0.90103 -6.36985 -0.54299
H -0.50972 -4.31525 1.65469
H -0.30628 -2.93917 0.54772
H -0.96601 -4.72316 -1.28143
H -1.72943 -5.55652 0.08833
H -2.56107 -2.84080 0.31528
H -3.52108 -4.24306 -0.05201
H -1.95209 -2.99727 -2.29324
H -3.35618 -4.02455 -2.36047
H -4.13953 -1.95945 -3.01477
H -3.18612 -1.06643 -1.87315
H -5.92890 -1.93599 -1.72823
H -5.12763 -2.74391 -0.41865
H -5.65220 0.18430 -0.83627
H -5.86574 -0.80062 0.57926
H -3.22062 -0.91796 0.64677
H -3.31865 0.42927 -0.44360
H -4.67989 0.39156 2.25054
H -4.58318 1.75959 1.15713
H -2.90180 2.06054 2.85779
H -2.38602 0.38430 2.73824
H -1.25415 2.68412 1.37780
H -1.94719 1.68737 0.13269
H -0.49013 -1.09383 1.64063
H 0.48674 1.84145 3.19980
H 1.05809 0.36913 3.53508
H 1.78965 1.30847 -0.39906
H 0.34555 0.73200 -1.23640
H 1.12039 -1.68809 -0.62291
H 2.05333 -0.83320 -1.83714
H 2.82473 -0.85261 1.08695
H 3.71385 -0.16577 -0.27019
H 4.62131 -2.13282 -0.60100
H 3.87031 -2.73829 0.67680
N 3.61661 3.91178 -0.25355
C 4.92094 3.50862 -0.27117
C 5.49320 3.98616 -1.42031
C 4.49015 4.70548 -2.12540
C 3.34310 4.63720 -1.37943
H 2.95280 3.68368 0.46522
H 5.32836 2.92065 0.53311
H 6.51547 3.83439 -1.72336
H 4.59898 5.20799 -3.07227
H 2.35658 5.03319 -1.55420
N -0.02805 -3.35761 -4.92293
C 0.37214 -3.73206 -3.66601
C 1.61855 -3.21438 -3.44560
C 1.98945 -2.50229 -4.61857
C 0.95471 -2.60797 -5.51060
H -0.90684 -3.59236 -5.34451
H -0.26461 -4.32540 -3.03226
H 2.19318 -3.32119 -2.53910
H 2.90775 -1.96345 -4.78205
H 0.83080 -2.20923 -6.50292
N 3.19172 3.91193 3.84048
C 3.49471 3.97646 5.16900
C 4.37742 5.01032 5.35188
C 4.61517 5.59156 4.07682
C 3.86781 4.88863 3.16755
H 2.56454 3.23783 3.42494
H 3.05944 3.28432 5.86917
H 4.80504 5.31372 6.29302
H 5.25976 6.42495 3.85216
H 3.75701 5.00809 2.10513
N -1.31243 0.76825 5.83353
C -2.30259 0.33955 6.66982
C -2.60762 1.36838 7.52273
C -1.76607 2.46199 7.18053
C -0.98134 2.05787 6.13191
H -0.89582 0.22797 5.09388
H -2.70703 -0.65431 6.58603
H -3.35275 1.34151 8.30036
H -1.74323 3.43355 7.64521
H -0.22255 2.57720 5.57204
N 1.88385 8.06010 -1.58851
C 2.21548 7.79709 -2.88707
C 1.79690 8.85599 -3.64844
C 1.18799 9.79407 -2.77004
C 1.25793 9.27230 -1.50543
H 2.07540 7.45101 -0.81357
H 2.72223 6.88591 -3.15194
H 1.91365 8.94792 -4.71518
H 0.74923 10.74116 -3.03608
H 0.91834 9.65839 -0.56002
N -2.76619 -7.11632 -2.88396
C -2.10387 -6.42331 -3.85596
C -2.14558 -7.16337 -5.00694
C -2.86817 -8.35327 -4.71452
C -3.23686 -8.29367 -3.39628
H -2.88138 -6.80444 -1.93642
H -1.65741 -5.46717 -3.64164
H -1.70855 -6.88449 -5.95094
H -3.08999 -9.15968 -5.39325
H -3.79000 -8.98465 -2.78397

[2]
8
Properties=species:S:1:pos:R:3 method="wB97M-V/def2-TZVPD" multiplicity=1 total_charge=-1 e_lumo_ev="2.10 / 1.80" de_lowest_kcal_mol=28.25 e_homo_ev="-2.7073 / -1.4565"
C 2.05270 -0.64966 0.61274
C -1.79304 -0.74557 -0.43947
O 2.92440 -1.54636 0.56552
O 0.78013 -1.09328 0.54322
C -0.72343 -0.01626 -0.33271
Li -1.84511 1.81275 0.28538
H -2.58783 -0.64045 -1.18145
Rb 1.19217 2.87884 -0.05324

[3]
70
Properties=species:S:1:pos:R:3 method="wB97M-V/def2-TZVPD" multiplicity=1 total_charge=-1 e_lumo_ev=2.10 de_lowest_kcal_mol=0.00 e_homo_ev=-4.7927
C -5.04433 1.80142 -2.53620
C -3.85666 1.85091 -2.68158
C -2.44327 1.80927 -2.94047
In -1.86917 -0.30601 -3.39422
C -3.06994 -1.58800 -2.03092
C -3.58137 -2.83842 -2.60361
O -2.93402 -3.81253 -2.81962
I -5.72240 -2.87098 -3.04936
P 0.60066 -0.58580 -2.83397
S 1.70684 -1.18927 -4.36692
N -2.23125 -0.62953 -5.52245
C -3.59338 -0.82078 -5.83476
O -4.00322 -1.36482 -6.80575
F -4.44596 -0.38171 -4.90200
C -1.80913 0.53396 -6.12703
O -0.69609 0.90897 -6.29602
F -2.83872 1.33137 -6.53997
H -6.09014 1.63933 -2.49142
H -2.26626 2.38538 -3.84460
H -1.89958 2.19984 -2.08731
H -3.87217 -1.00412 -1.59499
H -2.41464 -1.88225 -1.21507
H 1.17281 0.59388 -2.30781
H 0.71372 -1.52687 -1.78462
C -2.02954 2.58135 3.82827
O -0.92301 2.99863 3.06478
C -0.71595 2.16752 1.93231
C 0.13312 2.86557 0.89505
O -0.59327 3.78632 0.09143
C -0.95444 5.01179 0.70697
C 0.19964 5.97322 0.88305
O 0.95856 5.65000 2.03739
C 2.22496 6.26209 2.02327
H -1.89608 1.55598 4.19414
H -2.11433 3.25214 4.68134
H -2.95436 2.63907 3.24225
H -1.67831 1.89309 1.48432
H -0.20107 1.25490 2.26506
H 0.49212 2.10114 0.20239
H 1.00650 3.34207 1.34410
H -1.47381 4.84534 1.65252
H -1.66286 5.47233 0.01544
H -0.19452 6.99270 1.00170
H 0.83684 5.93587 -0.00887
H 2.81981 5.91398 1.17034
H 2.73766 5.98330 2.94190
H 2.13796 7.35507 1.98254
C 4.06309 -2.53934 4.54445
O 3.22766 -3.28242 3.69072
C 2.03759 -2.58223 3.36675
C 1.39601 -3.15098 2.12150
O 1.98607 -2.70120 0.91409
C 3.24019 -3.26319 0.55607
C 3.14925 -4.68575 0.05518
O 3.07499 -5.59908 1.14065
C 2.61328 -6.86382 0.73000
H 3.55721 -2.30165 5.48847
H 4.94112 -3.14600 4.75774
H 4.38766 -1.60901 4.06298
H 2.25684 -1.51962 3.20605
H 1.33888 -2.67997 4.21026
H 0.36866 -2.78133 2.08560
H 1.35427 -4.24129 2.16292
H 3.96183 -3.17743 1.37115
H 3.59629 -2.64673 -0.27129
H 4.04573 -4.91835 -0.53550
H 2.26378 -4.78549 -0.58321
H 1.59658 -6.79832 0.32523
H 2.59912 -7.51109 1.60508
H 3.27593 -7.30239 -0.02589

[4]
180
Properties=species:S:1:pos:R:3 method="wB97M-V/def2-TZVPD" multiplicity=1 e_lumo_ev=-0.15 de_lowest_kcal_mol=95.64 e_homo_ev=-8.7687
C -2.47839 -4.67974 1.06135
C -3.34932 -3.81263 1.94031
O -3.78354 -2.75547 1.50215
N -3.56574 -4.03465 3.20294
C -3.15972 -5.15882 3.99399
H -2.63704 -4.42626 0.01317
H -2.71614 -5.73329 1.20835
H -1.43245 -4.51106 1.31760
H -4.06254 -3.31249 3.70470
H -2.09033 -5.32520 4.12366
H -3.38326 -6.07078 3.44040
H -3.67559 -5.21730 4.95240
C 0.84245 -6.41105 -1.42693
C 0.72239 -5.39670 -2.52193
O -0.09438 -5.59144 -3.47835
N 1.37652 -4.27140 -2.39360
C 1.28810 -3.07547 -3.23915
H -0.02902 -6.22439 -0.79939
H 1.67447 -6.16404 -0.76753
H 0.90827 -7.39148 -1.89868
H 1.92395 -4.20687 -1.54728
H 2.24815 -2.65241 -3.53482
H 0.75965 -2.29650 -2.68956
H 0.74015 -3.21185 -4.17147
C -3.82740 4.01434 -3.40887
C -2.81425 4.26905 -4.56891
O -3.13896 4.92723 -5.50564
N -1.51358 4.05782 -4.38556
C -0.98765 3.52137 -3.08056
H -3.98106 2.95140 -3.22277
H -4.74934 4.51834 -3.69889
H -3.45730 4.54881 -2.53396
H -0.87143 4.33891 -5.11268
H -1.63829 2.72560 -2.71794
H -0.88003 4.30374 -2.32928
H 0.02854 3.14868 -3.20924
C -4.92838 2.89804 -0.00325
C -6.36426 3.01125 0.45483
O -6.53070 3.33504 1.64330
N -7.34408 2.88116 -0.40411
C -8.75923 2.83947 0.01971
H -4.85927 1.93616 -0.51129
H -4.29634 2.91086 0.88472
H -4.51947 3.73860 -0.56391
H -7.13800 2.64547 -1.36436
H -9.37193 2.50377 -0.81695
H -9.19201 3.76330 0.40356
H -8.81991 1.99160 0.70200
C -2.58513 -0.78890 4.31312
C -4.04002 -0.92030 4.68179
O -4.42687 -1.93352 5.24509
N -4.92789 0.05232 4.42214
C -4.73885 1.41279 3.86163
H -1.98770 -0.41944 5.14659
H -2.42140 -0.07737 3.50378
H -2.13004 -1.72552 3.99106
H -5.85789 -0.12037 4.77623
H -3.73022 1.77384 4.06268
H -5.35949 2.13962 4.38566
H -4.83474 1.51047 2.78025
C -3.52895 -0.67098 -2.81494
C -2.24116 -0.29019 -3.50349
O -1.28379 0.03096 -2.83599
N -2.29591 -0.23204 -4.79618
C -1.26069 0.11433 -5.70788
H -4.25696 -1.00157 -3.55578
H -3.94037 0.20575 -2.31476
H -3.38476 -1.42281 -2.03903
H -3.15402 -0.51056 -5.25027
H -1.08613 1.18498 -5.60148
H -1.47054 -0.03731 -6.76669
H -0.35956 -0.39885 -5.37214
C 5.53161 -1.08907 -2.80021
C 6.60354 -0.07380 -2.51214
O 7.45974 -0.33239 -1.64210
N 6.57057 1.01084 -3.21357
C 7.56099 2.02300 -3.17834
H 4.57590 -0.83033 -2.34440
H 5.82215 -2.05343 -2.38344
H 5.28889 -1.22962 -3.85351
H 5.90522 1.08356 -3.96994
H 7.15139 3.03251 -3.14357
H 8.25223 2.00979 -4.02102
H 8.09194 2.05827 -2.22704
C -6.35650 -0.48553 0.51987
C -7.09482 -1.25368 1.55741
O -8.22531 -0.93819 1.87309
N -6.37291 -2.28783 2.11489
C -6.96743 -3.10588 3.16201
H -5.74785 -1.11923 -0.12517
H -5.68617 0.16652 1.07987
H -7.06135 0.05579 -0.11121
H -5.37094 -2.18583 2.03902
H -6.55155 -4.11093 3.09105
H -8.05103 -3.15365 3.26970
H -6.66160 -2.74434 4.14377
C 2.22263 0.20999 -4.37157
C 3.21967 0.91721 -5.21562
O 4.30834 1.26268 -4.69176
N 2.85924 1.13286 -6.47364
C 3.74599 1.79631 -7.46027
H 1.42152 0.87669 -4.05248
H 2.67880 -0.33525 -3.54529
H 1.64700 -0.49915 -4.96643
H 2.00154 0.67135 -6.74093
H 3.18987 2.24836 -8.28155
H 4.44922 1.05029 -7.83045
H 4.30269 2.57986 -6.94622
C 7.59885 -0.33148 2.11522
C 6.77812 0.88685 1.84188
O 6.11686 1.43787 2.73819
N 6.79780 1.27916 0.58907
C 5.89096 2.28709 0.03761
H 7.09281 -1.02518 2.78663
H 8.47980 0.03448 2.64259
H 7.90152 -0.90666 1.24019
H 7.31255 0.76334 -0.11026
H 5.75056 3.01111 0.84023
H 4.88728 2.03206 -0.30252
H 6.37137 2.87317 -0.74585
C 1.75360 -0.60783 4.36174
C 1.92707 -1.86873 5.16659
O 2.52099 -1.70302 6.19446
N 1.51706 -3.04533 4.84060
C 0.76001 -3.33357 3.66260
H 0.82907 -0.57989 3.78504
H 2.59483 -0.35021 3.71828
H 1.65837 0.25630 5.01924
H 1.74786 -3.79549 5.47628
H 0.45129 -4.37786 3.61511
H 1.31804 -3.11141 2.75302
H -0.22949 -2.89072 3.77601
C 1.49982 0.29464 -0.74952
C 0.38365 0.16975 0.23268
O 0.61719 0.10854 1.43889
N -0.89873 0.15909 -0.22193
C -2.01628 -0.01700 0.65833
H 2.05648 -0.63690 -0.85177
H 2.16424 1.07386 -0.37609
H 1.08601 0.63514 -1.69870
H -1.13379 0.18670 -1.20381
H -1.80435 -0.80000 1.38640
H -2.92241 -0.30380 0.12468
H -2.21958 0.91224 1.19058
C 2.28519 5.70264 1.29482
C 2.53140 4.23885 1.36501
O 2.59870 3.59098 0.34227
N 2.67661 3.70898 2.56423
C 3.01832 2.21794 2.70510
H 1.31474 6.00043 1.69184
H 2.20813 6.09394 0.28041
H 3.02254 6.25068 1.88140
H 2.59437 4.25811 3.40790
H 3.77123 2.10930 3.48575
H 3.42548 1.73975 1.81422
H 2.18980 1.61590 3.07824
C 4.24540 -1.92979 0.92654
C 3.95661 -3.20023 0.19329
O 2.85942 -3.42212 -0.31302
N 4.84296 -4.16387 0.13375
C 6.17785 -4.20764 0.72351
H 3.37925 -1.35495 1.25435
H 4.79068 -1.23265 0.29032
H 4.78020 -2.12231 1.85660
H 4.42999 -4.97428 -0.30532
H 6.85843 -3.56565 0.16425
H 6.59746 -5.21340 0.70181
H 6.18555 -3.81322 1.73961
C -1.07328 4.08959 0.52399
C -1.46986 3.63196 1.96487
O -2.57435 3.92015 2.39936
N -0.53290 2.93817 2.61394
C -0.63791 2.35807 3.96498
H -1.75137 3.68209 -0.22585
H -0.11114 3.68625 0.20824
H -1.03494 5.15913 0.31732
H 0.32765 2.84979 2.09265
H -0.78920 1.28244 3.87424
H -1.51391 2.68878 4.52297
H 0.29909 2.58802 4.47219